# C6H19O10PV

A molecular structure, C6H19O10PV (ωB97M-V with the def2-TZVPD basis set, OMol25).

The geometry in ORCA input format:
```
! RIJCOSX wB97M-V def2-TZVPD def2/J DEFGRID3
* xyz -3 1
V -1.633 1.218 -0.239
P -5.281 0.568 1.203
O 1.935 -1.157 -5.364
O -6.617 0.300 0.582
O -0.558 0.126 -0.575
O 3.782 -1.471 -0.422
O -1.542 2.154 -1.500
O -5.139 0.398 2.742
O -4.694 1.949 0.893
O -0.378 2.488 3.024
O -4.349 -0.333 0.421
O -3.615 -3.653 -2.504
C 0.719 3.005 3.793
C 3.329 -2.634 0.194
C 1.655 2.007 4.616
C -2.432 -4.049 -1.861
C 1.603 3.813 2.847
C 1.284 0.083 -5.355
H 2.442 -2.954 -0.354
H 2.874 -0.958 -5.371
H -2.447 -5.137 -1.926
H 2.976 -2.262 1.156
H 2.178 3.227 2.130
H 2.522 2.524 5.027
H -1.457 -3.602 -2.053
H -2.626 -3.772 -0.825
H -3.291 -3.605 -3.407
H 1.060 0.448 -4.352
H 1.092 4.479 2.152
H 2.344 4.457 3.321
H 4.016 -3.458 0.388
H 1.111 1.562 5.450
H 1.885 0.839 -5.861
H 0.199 3.721 4.429
H 0.330 -0.108 -5.846
H 1.982 1.224 3.933
H 4.740 -1.439 -0.487
*
```

Output
**LUMO**: 5.315 eV
**Energy above the lowest of the compared OMol25 structures with the same formula, charge and spin**: 718.9 kJ/mol
**HOMO-LUMO gap**: 0.0759 Ha